No. 1
{"formula": "C17H31F3O", "method": "the ωB97M-V functional and the def2-TZVPD basis", "gap_ev": 9.51, "relative_energy_ev": 17.335, "homo_energy_ev": -8.613, "e_tot_ha": -1040.58208, "spin_multiplicity": 1, "elements": ["C", "H", "C", "C", "C", "C", "C", "C", "C", "C", "C", "C", "C", "C", "C", "C", "C", "O", "C", "F", "F", "F", "H", "H", "H", "H", "H", "H", "H", "H", "H", "H", "H", "H", "H", "H", "H", "H", "H", "H", "H", "H", "H", "H", "H", "H", "H", "H", "H", "H", "H", "H"], "xyz": [[3.3691, -2.5589, -7.6925], [2.4691, -3.2682, -7.9123], [3.9793, -3.0266, -6.3205], [3.0785, -3.1445, -5.2782], [3.7056, -3.5697, -4.1663], [2.9887, -3.6678, -2.9010], [3.8362, -3.9826, -1.6515], [2.6675, -4.4202, -0.3559], [1.9827, -3.1631, 0.0934], [1.1651, -3.2636, 1.3668], [0.4089, -2.2506, 1.9031], [1.1235, -1.0762, 2.2277], [0.1121, 0.3037, 2.5446], [-0.4935, 0.9064, 1.6584], [-1.3970, 2.0720, 2.0165], [-1.9324, 2.8476, 0.8618], [-2.7490, 4.1989, 1.2403], [-2.4210, 5.2221, 0.9236], [-3.9313, 3.8191, 2.5652], [-4.3359, 2.6843, 2.3665], [-3.3561, 3.8158, 3.6193], [-4.5745, 4.7512, 2.4154], [-2.7521, 2.0694, 0.6352], [-1.1957, 3.0833, 0.1320], [-2.1504, 1.6049, 2.9366], [-0.6526, 2.9000, 2.5494], [0.1285, 1.3269, 0.6383], [-1.2472, 0.1244, 1.2817], [-0.3232, -0.0727, 3.4082], [0.9161, 1.0897, 3.1772], [1.7557, -1.2876, 3.1323], [1.6724, -0.6266, 1.3472], [-0.3384, -2.4097, 2.6325], [-0.3254, -1.8083, 0.7888], [0.5704, -4.1584, 1.1498], [1.9177, -3.6088, 2.4101], [1.2029, -2.8027, -0.6836], [2.9784, -2.1392, 0.3699], [2.0459, -5.1170, -0.5680], [3.5093, -4.7965, 0.5568], [4.4595, -3.1214, -1.2709], [4.5289, -4.9946, -1.6856], [2.2435, -4.4855, -3.1042], [2.4468, -2.6937, -2.8068], [4.3857, -4.6928, -4.1912], [4.5395, -2.7330, -3.7532], [2.3278, -3.7831, -5.5355], [2.5700, -2.0382, -5.1515], [4.4843, -4.1134, -6.5774], [4.9805, -2.4159, -6.2583], [3.9707, -2.5970, -8.5333], [2.8049, -1.7101, -7.5528]], "atomic_forces_ev_per_a": [[-2.675, -3.932, 2.277], [1.536, 0.620, 0.142], [6.223, -1.129, -7.690], [-3.555, 5.561, -1.146], [8.507, -1.914, 7.674], [-1.824, -0.862, 0.867], [-1.437, -2.901, 2.259], [9.612, 5.559, 2.364], [1.512, 4.218, 0.730], [4.298, -6.452, 1.776], [-5.529, 4.277, -4.582], [0.904, 5.941, 0.305], [13.900, -6.401, 12.719], [-8.460, 6.264, -14.446], [2.236, 1.771, 5.327], [-4.504, -0.877, 0.613], [-0.155, -10.559, 4.162], [1.267, 7.256, -2.227], [10.871, -3.028, -8.035], [-4.475, -6.576, -1.676], [4.660, 0.357, 9.014], [-11.235, 11.224, -0.829], [0.945, 1.403, -1.434], [0.438, -0.190, -0.789], [1.760, 1.826, -2.867], [-1.610, -2.166, -0.464], [-1.179, -1.509, 2.686], [0.635, 0.941, -0.649], [-2.113, -0.440, 1.394], [-1.609, -1.865, -1.736], [-0.219, 0.731, -0.786], [0.163, -1.018, 1.145], [-0.736, -1.101, 0.775], [1.448, -1.297, 2.978], [-0.221, -0.126, 0.552], [-1.628, 0.528, -3.106], [1.557, -0.160, 0.842], [-3.096, -3.052, -1.355], [-3.857, -4.910, -1.824], [-2.822, 0.897, -2.475], [-0.779, -0.961, -0.431], [-1.684, 2.683, -0.484], [0.089, 0.618, 0.911], [0.121, -0.778, 0.492], [-1.881, 3.286, -0.697], [-1.270, -2.023, -1.870], [-2.518, -1.758, -0.935], [0.887, -2.488, 0.166], [-1.273, 2.259, 0.721], [-2.063, -0.720, 0.947], [1.420, 0.287, -1.385], [-0.582, 2.691, 0.079]], "mulliken_charge": [-1.390, 0.269, -0.092, -0.519, -0.386, -0.462, -0.602, -0.970, -0.184, -0.618, -0.074, -0.571, -0.846, 0.108, -0.285, -0.747, 0.072, -0.387, 0.976, -0.257, -0.261, -0.190, 0.258, 0.479, 0.145, 0.170, 0.068, 0.056, 0.461, 0.186, 0.265, 0.118, 0.382, 0.038, 0.236, 0.233, 0.067, 0.106, 0.700, 0.225, 0.316, 0.321, 0.224, 0.192, 0.152, 0.109, 0.358, 0.255, 0.187, 0.276, 0.415, 0.417]}

---

No. 2
{"formula": "C17H31F3O2P2Pb", "method": "the ωB97M-V functional and the def2-TZVPD basis", "gap_ev": 5.88, "relative_energy_ev": 4.727, "homo_energy_ev": -7.098, "e_tot_ha": -1991.74687, "spin_multiplicity": 1, "elements": ["P", "P", "C", "C", "H", "H", "H", "H", "C", "H", "H", "H", "C", "H", "H", "H", "C", "H", "H", "H", "C", "H", "H", "H", "Pb", "C", "C", "C", "C", "C", "C", "C", "C", "C", "H", "H", "H", "H", "H", "H", "H", "H", "H", "H", "H", "H", "H", "H", "H", "F", "C", "F", "F", "C", "O", "O"], "xyz": [[0.3622, 3.1153, -0.3983], [-0.8753, -0.3360, -1.2573], [-0.4158, 2.3146, -1.8742], [-1.5407, 1.3678, -1.4603], [0.3444, 1.7156, -2.4394], [-0.8289, 3.0547, -2.5999], [-2.0971, 1.6703, -0.5493], [-2.2979, 1.3818, -2.2704], [0.0402, -0.7054, -2.7845], [-0.3923, -1.6315, -3.1937], [1.1153, -0.8666, -2.6065], [-0.0976, 0.0876, -3.5401], [-2.5019, -0.8806, -2.1744], [-2.5341, -0.3269, -3.1288], [-3.3928, -0.5872, -1.6036], [-2.5508, -1.9487, -2.4158], [0.1805, 4.8518, -1.0884], [0.1742, 5.5658, -0.2579], [-0.8029, 4.8579, -1.5853], [0.9480, 5.1354, -1.8337], [-0.7201, 2.8216, 1.1013], [-0.8055, 1.7591, 1.4356], [-1.7546, 3.2173, 0.9174], [-0.2892, 3.3959, 1.9440], [2.4066, 1.7977, -0.6607], [-1.1499, -3.4566, -0.6102], [-0.0240, -2.7201, -0.5552], [0.6049, -2.2840, 0.7416], [-0.2332, -1.7706, 1.9175], [-1.4256, -0.9362, 1.6414], [-2.3388, -1.0495, 0.6313], [-3.0475, -2.4010, 0.6230], [-2.0930, -3.6170, 0.5224], [2.3692, 2.6109, 1.5106], [-1.4354, -3.9786, -1.5373], [0.6957, -2.7817, -1.3887], [1.4097, -1.5682, 0.5650], [1.1636, -3.1507, 1.1514], [-0.4994, -2.6415, 2.5576], [0.4233, -1.1541, 2.5741], [-1.4149, 0.0308, 2.2051], [-2.9592, -0.1541, 0.3659], [-3.8354, -2.4401, -0.1463], [-3.5165, -2.4665, 1.6240], [-1.6067, -3.7495, 1.4982], [-2.6957, -4.5246, 0.3418], [2.0580, 1.8009, 2.2052], [1.7846, 3.5306, 1.7080], [3.4356, 2.8110, 1.7421], [5.7627, -1.6598, 2.6576], [5.2613, -0.6117, 1.9485], [5.4019, 0.4985, 2.7347], [6.0239, -0.4203, 0.8247], [3.7563, -0.8119, 1.5333], [3.2826, -1.9191, 1.7991], [3.1679, 0.1571, 0.9381]], "atomic_forces_ev_per_a": [[-2.984, 1.183, -1.459], [-1.580, -0.435, -1.589], [-0.953, 0.047, -0.382], [-0.503, 0.746, -1.015], [-0.537, 0.779, 0.454], [0.450, -0.295, 0.600], [0.526, -0.143, -0.482], [0.415, 0.069, 0.482], [0.642, 0.473, -1.319], [0.335, 0.309, 0.105], [-0.325, 0.141, -0.103], [0.154, -0.374, 0.014], [0.121, -0.423, 0.409], [0.219, -0.262, 0.364], [0.209, -0.170, -0.207], [0.058, 0.128, 0.305], [-0.395, 0.009, 0.840], [0.126, 0.083, -0.282], [0.355, 0.219, 0.255], [-0.234, -0.448, 0.547], [-0.707, 0.887, -0.066], [0.400, 0.748, -0.702], [0.868, -0.344, 0.148], [-0.188, -0.301, -0.504], [3.149, -1.244, 1.486], [0.866, 0.034, -0.768], [0.134, -1.898, 0.555], [0.753, -0.050, 0.033], [-0.033, -0.701, 1.721], [-0.577, 2.317, -0.800], [-0.990, -0.119, 3.592], [-0.067, -0.432, -0.559], [-0.893, -0.236, 0.166], [1.225, 0.301, 0.642], [0.214, 0.444, 0.272], [-0.594, 0.244, 0.298], [-0.297, -0.031, -0.229], [-0.209, 0.353, -0.364], [0.118, 0.483, -0.195], [-0.202, -0.539, -0.518], [0.262, -0.465, -0.889], [0.344, -0.921, 0.679], [0.288, -0.088, 0.185], [-0.241, 0.029, -0.693], [-0.017, -0.073, -0.534], [0.131, 0.335, 0.219], [0.030, 0.500, -0.570], [0.433, -0.320, -0.071], [-0.553, -0.046, 0.169], [-0.370, 1.102, -0.972], [0.002, 0.399, 0.167], [0.086, -0.669, -0.576], [-0.320, -0.248, 1.018], [-0.937, -1.283, -0.249], [0.691, 0.973, 0.081], [1.103, -0.777, 0.290]], "mulliken_charge": [0.726, 1.298, -1.071, -1.031, 0.362, 0.328, 0.307, 0.587, -1.674, 0.536, 0.227, 0.485, -1.904, 0.629, 0.473, 0.282, -1.303, 0.385, 0.427, 0.315, -0.843, -0.177, 0.441, 0.548, 1.008, -0.745, -0.650, 0.088, -1.186, -0.543, -0.655, -0.908, -0.648, -1.442, 0.433, 0.824, -0.174, 0.506, 0.373, 0.356, 0.769, 0.699, 0.352, 0.381, 0.257, 0.464, 0.300, 0.423, 0.389, -0.237, 0.707, -0.262, -0.272, 0.130, -0.591, -0.501]}

---

No. 3
{"formula": "C17H31GeN4O8S3Sc", "method": "the ωB97M-V functional and the def2-TZVPD basis", "gap_ev": 3.52, "homo_energy_ev": 0.848, "e_tot_ha": -5519.70982, "spin_multiplicity": 1, "charge": -2, "elements": ["Sc", "C", "C", "N", "C", "C", "S", "C", "C", "N", "H", "H", "H", "H", "H", "H", "H", "H", "H", "H", "H", "H", "H", "H", "N", "N", "C", "O", "O", "H", "H", "H", "O", "S", "O", "O", "C", "C", "C", "C", "C", "C", "S", "O", "O", "O", "H", "H", "H", "H", "C", "Ge", "C", "C", "C", "H", "H", "H", "H", "H", "H", "H", "H", "H", "H"], "xyz": [[0.8080, -0.9399, -0.0694], [-2.5115, -1.4183, -1.7060], [-1.2857, -1.6429, -2.6047], [-0.1926, -2.2942, -1.8856], [-0.3512, -3.7285, -1.6627], [-1.2483, -4.1387, -0.4877], [-1.0084, -3.2054, 1.0572], [-2.6564, -2.4779, 1.2856], [-2.8266, -1.0509, 0.7384], [-2.0932, -0.8194, -0.4706], [-3.0004, -2.3693, -1.4874], [-3.2475, -0.8192, -2.2684], [-0.9147, -0.6721, -2.9352], [-1.5864, -2.2220, -3.4920], [0.6885, -2.1381, -2.3681], [0.6450, -4.1213, -1.4750], [-0.7551, -4.2181, -2.5650], [-1.0349, -5.1878, -0.2723], [-2.3045, -4.0773, -0.7435], [-2.8165, -2.4528, 2.3652], [-3.3884, -3.1745, 0.8693], [-2.4361, -0.3575, 1.4868], [-3.9106, -0.8612, 0.6326], [-1.7822, 0.1339, -0.5837], [2.6023, -1.4868, 1.9751], [3.0560, -2.7909, 1.7972], [2.7297, -3.4117, 0.5709], [3.2951, -4.4720, 0.2981], [1.8423, -2.8080, -0.1219], [3.2393, -0.7590, 1.6825], [2.1832, -1.3319, 2.8791], [3.9863, -3.0227, 2.1138], [2.7392, 0.2526, -0.3103], [3.0760, 0.2200, -1.7475], [4.4851, 0.0368, -2.0089], [2.1852, -0.7112, -2.4382], [2.7094, 1.8512, -2.4003], [3.5539, 2.3074, -3.4072], [3.3221, 3.5292, -4.0183], [2.2413, 4.3051, -3.6198], [1.4068, 3.8532, -2.6094], [1.6258, 2.6280, -1.9973], [0.4457, 2.1385, -0.6599], [0.1901, -0.2344, 1.5256], [-0.6743, 3.0808, -0.9164], [0.0644, 0.7564, -1.1981], [4.3959, 1.6920, -3.6928], [3.9872, 3.8737, -4.8018], [2.0494, 5.2615, -4.0930], [0.5491, 4.4270, -2.2797], [-0.0423, 3.5454, 2.8550], [-1.2095, 1.9387, 2.9670], [-1.8956, 1.8759, 4.8455], [-2.8416, 2.6033, 1.9600], [-0.3089, 0.2717, 2.7303], [-0.5443, 4.4125, 3.2977], [0.1793, 3.7780, 1.8141], [0.8938, 3.3660, 3.3863], [-1.9121, 2.8736, 5.2936], [-1.2501, 1.2336, 5.4484], [-2.9128, 1.4773, 4.8721], [-3.1965, 3.5335, 2.4184], [-3.6532, 1.8706, 1.9922], [-2.5829, 2.8093, 0.9192], [-0.8000, -0.5209, 3.3209]], "atomic_forces_ev_per_a": [[-0.236, -0.145, 1.260], [0.114, -0.006, -0.063], [-0.012, -0.009, 0.056], [-0.112, -0.035, -0.050], [0.039, -0.017, 0.001], [0.059, 0.007, 0.038], [-0.031, -0.039, -0.028], [0.047, 0.022, 0.014], [-0.023, -0.063, 0.016], [0.135, 0.075, -0.032], [-0.016, -0.016, -0.013], [0.000, 0.004, -0.002], [-0.006, 0.006, 0.003], [-0.003, -0.002, -0.017], [-0.058, -0.010, -0.144], [-0.008, 0.010, -0.015], [0.004, 0.007, -0.009], [-0.004, -0.003, -0.027], [-0.013, -0.013, 0.010], [-0.038, 0.006, -0.008], [0.020, -0.019, -0.017], [0.046, 0.004, -0.012], [-0.018, 0.002, 0.037], [0.004, 0.077, 0.038], [0.041, -0.140, -0.160], [0.037, 0.019, -0.140], [0.121, 0.128, 0.249], [-0.039, -0.024, -0.037], [0.031, -0.115, -0.242], [0.086, -0.021, 0.107], [-0.131, 0.161, -0.057], [-0.008, -0.020, -0.001], [-0.155, 0.053, -0.024], [0.329, -0.080, -0.322], [-0.073, -0.049, 0.040], [0.074, 0.048, 0.030], [-0.008, -0.014, -0.023], [0.018, -0.028, 0.025], [-0.053, 0.070, -0.002], [0.068, -0.046, -0.020], [-0.065, 0.042, 0.043], [0.000, -0.168, 0.058], [-0.133, 0.516, -0.227], [-0.464, 0.354, -0.562], [0.039, 0.006, 0.109], [0.142, -0.155, -0.146], [-0.005, -0.009, 0.004], [-0.001, 0.004, -0.002], [0.007, 0.005, -0.004], [-0.005, -0.008, 0.001], [-0.064, -0.015, 0.052], [-0.047, -0.140, 0.080], [0.075, -0.027, -0.098], [0.148, -0.050, 0.016], [0.125, -0.111, 0.380], [-0.017, -0.014, -0.002], [0.036, 0.004, -0.070], [-0.004, -0.027, -0.017], [0.018, 0.007, -0.019], [0.001, 0.001, -0.008], [-0.001, -0.003, -0.022], [0.005, 0.002, -0.004], [0.021, -0.017, 0.008], [-0.008, -0.012, -0.016], [-0.029, 0.031, -0.013]], "mulliken_charge": [0.088, -0.893, -1.044, 0.494, -0.987, -0.711, 0.026, -0.857, 0.180, 0.671, 0.358, 0.401, 0.252, 0.474, 0.337, 0.385, 0.401, 0.553, 0.358, 0.558, 0.386, -0.781, 0.438, -0.011, -0.234, -0.291, 0.291, -0.807, -0.228, 0.206, 0.204, 0.220, -0.575, 1.590, -0.756, -0.796, -0.207, -0.731, -0.509, -0.554, -0.637, -0.184, 1.055, 0.566, -0.782, -0.299, 0.474, 0.349, 0.360, 0.462, -1.303, 0.806, -1.571, -1.412, -1.262, 0.426, 0.282, 0.318, 0.376, 0.389, 0.400, 0.457, 0.345, 0.315, 0.170]}